No. 1
Density functional theory data (the ωB97M-V functional and the def2-TZVPD basis) for a molecular structure, C24H57N8O13SV2 in a non-equilibrium geometry.

Computed properties:
net charge: +1
DFT total energy: -126557.4758 eV
HOMO energy (spin up / spin down): -0.357 / -0.379 hartree
⟨S²⟩: 12.01
LUMO energy (spin up / spin down): -0.123 / -0.126 Ha
multiplicity: 7

Each line ends with the Löwdin spin population.
CARTESIAN COORDINATES (ANGSTROEM)
1 V 0.419 -0.659 -2.687  2.881
2 V -0.752 1.261 2.222  2.887
3 O -0.957 0.671 -3.594  0.006
4 H -1.727 0.384 -3.090  0.005
5 S 0.045 0.334 -0.182  0.016
6 O 1.177 0.584 -1.088  0.017
7 O -0.727 -0.674 -0.908  0.031
8 O 0.417 -0.014 1.186  0.021
9 O -0.684 1.599 0.112  0.016
10 C 5.609 -1.025 0.398  0.000
11 O 6.597 -1.735 0.463  0.000
12 N 4.501 -1.202 1.160  0.000
13 C 4.437 -2.263 2.143  0.000
14 C 3.321 -0.416 0.861  0.000
15 H 5.551 -0.125 -0.234  0.000
16 H 4.218 -1.861 3.134  0.000
17 H 5.383 -2.795 2.121  0.000
18 H 3.612 -2.934 1.881  0.000
19 H 3.466 0.321 0.075  0.000
20 H 2.539 -1.053 0.442  0.000
21 H 2.931 0.028 1.778  0.000
22 C -3.815 -1.137 -1.802  0.001
23 O -4.299 -0.804 -0.714  0.001
24 N -4.566 -1.253 -2.895  0.000
25 C -4.073 -1.646 -4.201  0.001
26 C -5.983 -0.888 -2.923  0.000
27 H -2.777 -1.444 -1.960  0.002
28 H -4.565 -2.564 -4.523  0.000
29 H -2.985 -1.728 -4.166  0.001
30 H -4.233 -0.889 -4.971  0.000
31 H -6.352 -0.541 -1.965  0.000
32 H -6.073 -0.024 -3.587  0.000
33 H -6.560 -1.708 -3.346  0.000
34 C 2.783 -2.786 -1.567  0.006
35 O 2.329 -1.805 -2.168  0.035
36 N 3.933 -3.397 -1.858  0.003
37 C 4.456 -4.372 -0.920  0.000
38 C 4.888 -2.837 -2.824  0.000
39 H 2.252 -3.258 -0.734  0.000
40 H 5.297 -3.964 -0.352  0.000
41 H 4.881 -5.156 -1.554  0.000
42 H 3.692 -4.775 -0.261  0.000
43 H 5.728 -2.470 -2.234  0.000
44 H 5.193 -3.616 -3.522  0.000
45 H 4.514 -2.014 -3.425  0.000
46 C 1.442 3.910 2.637  0.003
47 O 1.010 2.763 2.520  0.022
48 N 0.960 5.002 2.018  0.004
49 C 1.488 6.328 2.262  0.000
50 C -0.144 4.860 1.065  0.003
51 H 2.207 4.206 3.368  0.000
52 H 0.693 7.026 2.524  0.000
53 H 1.978 6.653 1.343  0.000
54 H 2.175 6.304 3.106  0.000
55 H 0.039 5.403 0.141  0.000
56 H -0.399 3.814 0.947  0.002
57 H -1.059 5.295 1.485  0.000
58 C -3.446 2.543 -1.768  0.000
59 O -3.200 3.185 -2.757  0.000
60 N -4.490 2.791 -0.956  0.000
61 C -4.622 2.105 0.323  0.002
62 C -5.492 3.796 -1.236  0.000
63 H -2.863 1.657 -1.482  0.000
64 H -5.332 1.290 0.176  0.000
65 H -5.033 2.879 0.976  0.000
66 H -3.771 1.668 0.865  0.002
67 H -5.302 4.768 -0.774  0.000
68 H -5.648 4.005 -2.292  0.000
69 H -6.446 3.418 -0.864  0.000
70 C 0.836 3.460 -2.517  0.000
71 O 0.075 3.503 -3.452  0.000
72 N 1.993 4.163 -2.446  0.000
73 C 2.776 4.124 -1.222  0.000
74 C 2.581 4.866 -3.560  0.000
75 H 0.587 3.027 -1.537  0.000
76 H 2.921 5.122 -0.804  0.000
77 H 3.717 3.583 -1.350  0.000
78 H 2.251 3.531 -0.469  0.000
79 H 1.946 4.876 -4.439  0.000
80 H 2.807 5.904 -3.298  0.000
81 H 3.565 4.444 -3.788  0.000
82 C -2.738 -1.448 2.023  0.004
83 O -2.120 -0.498 2.529  0.018
84 N -3.006 -2.565 2.699  0.005
85 C -3.508 -3.723 1.998  0.000
86 C -2.871 -2.699 4.124  0.000
87 H -3.043 -1.462 0.970  0.000
88 H -3.632 -3.538 0.932  0.000
89 H -4.473 -4.100 2.345  0.000
90 H -2.829 -4.571 2.126  0.000
91 H -2.687 -1.763 4.641  0.000
92 H -3.753 -3.134 4.605  0.000
93 H -2.123 -3.470 4.337  0.000
94 C 0.635 -3.361 1.475  0.000
95 O 0.654 -3.972 0.416  0.001
96 N 1.073 -3.855 2.640  0.000
97 C 0.984 -2.982 3.787  0.000
98 C 1.471 -5.202 2.914  0.000
99 H 0.343 -2.307 1.576  0.000
100 H 0.613 -3.453 4.702  0.000
101 H 0.408 -2.095 3.530  0.000
102 H 1.980 -2.697 4.149  0.000
103 H 1.488 -5.828 2.025  0.000
104 H 2.468 -5.179 3.366  0.000
105 H 0.822 -5.718 3.626  0.000


No. 2
Density functional theory data (the ωB97M-V functional and the def2-TZVPD basis) for 7 unconnected molecules or ions with the total composition C24H58N4O10 in a non-equilibrium geometry.

Computed properties:
DFT total energy: -52261.1881 eV
HOMO energy: -0.323 hartree
structure (SMILES): CNC(C)=O.CNC(C)=O.CNC(C)=O.CNC(C)=O.COCCOC.COCCOC.COCCOC
LUMO energy: 0.007 Ha

Each line ends with the Mulliken charge.
CARTESIAN COORDINATES (ANGSTROEM)
1 C 11.832 17.486 17.856  -0.923
2 C 12.930 16.468 17.874  0.741
3 O 13.628 16.413 18.859  -0.698
4 N 13.026 15.653 16.826  0.745
5 C 13.977 14.537 16.704  -1.107
6 H 12.116 18.383 18.407  0.383
7 H 10.898 17.113 18.277  0.268
8 H 11.714 17.754 16.806  0.082
9 H 12.268 15.645 16.159  -0.256
10 H 14.922 14.744 16.202  0.239
11 H 13.447 13.759 16.154  0.224
12 H 14.223 14.093 17.668  0.428
13 C 7.356 14.029 15.941  -0.911
14 C 8.338 13.346 16.812  0.871
15 O 8.001 12.443 17.533  -0.680
16 N 9.620 13.776 16.699  0.372
17 C 10.695 13.258 17.496  -0.389
18 H 7.740 14.916 15.439  0.237
19 H 6.469 14.281 16.523  0.342
20 H 7.019 13.415 15.106  0.042
21 H 9.826 14.589 16.136  0.053
22 H 10.406 12.823 18.452  0.429
23 H 11.523 13.957 17.610  0.108
24 H 11.120 12.429 16.929  -0.313
25 C 11.339 14.386 13.269  -0.193
26 C 11.073 15.746 13.829  0.543
27 O 10.702 15.810 15.000  -1.020
28 N 11.312 16.798 13.031  0.192
29 C 11.071 18.168 13.433  -0.917
30 H 10.373 13.892 13.162  -0.366
31 H 11.963 13.775 13.920  0.165
32 H 11.916 14.503 12.351  0.510
33 H 11.474 16.595 12.055  0.200
34 H 11.939 18.711 13.807  0.050
35 H 10.356 18.280 14.248  0.354
36 H 10.695 18.655 12.534  0.368
37 C 9.842 15.036 9.074  -1.197
38 C 10.654 16.220 9.483  0.800
39 O 11.386 16.116 10.415  -0.779
40 N 10.518 17.337 8.793  -0.050
41 C 9.645 17.539 7.559  -1.114
42 H 10.361 14.575 8.234  0.343
43 H 8.825 15.340 8.826  0.427
44 H 9.851 14.296 9.874  0.144
45 H 10.883 18.175 9.224  0.215
46 H 10.092 18.276 6.892  0.335
47 H 8.617 17.826 7.781  0.342
48 H 9.658 16.666 6.907  0.406
49 C 13.343 19.683 10.476  -0.755
50 O 12.698 19.452 9.228  -0.377
51 C 13.505 18.858 8.183  -0.433
52 C 14.260 19.844 7.364  -0.630
53 O 15.240 20.614 8.031  -0.252
54 C 16.061 21.390 7.202  -0.784
55 H 12.664 20.188 11.163  0.260
56 H 14.242 20.281 10.327  0.378
57 H 13.662 18.734 10.906  0.295
58 H 12.885 18.344 7.448  0.333
59 H 14.181 18.115 8.606  0.349
60 H 13.575 20.498 6.825  0.337
61 H 14.821 19.330 6.584  0.375
62 H 15.630 22.377 7.034  0.309
63 H 16.425 20.924 6.286  0.308
64 H 16.912 21.606 7.848  0.244
65 C 8.502 11.801 12.985  -0.821
66 O 9.684 11.692 13.864  -0.016
67 C 9.697 10.566 14.659  -0.517
68 C 11.202 10.139 14.939  -0.064
69 O 11.244 8.957 15.717  -0.353
70 C 12.516 8.424 16.128  -0.766
71 H 7.582 12.009 13.532  0.324
72 H 8.423 10.935 12.328  0.407
73 H 8.698 12.598 12.267  0.135
74 H 9.312 9.736 14.066  0.433
75 H 9.071 10.796 15.521  0.252
76 H 11.695 10.921 15.516  -0.241
77 H 11.692 10.097 13.966  0.355
78 H 12.452 7.459 16.629  0.274
79 H 12.940 9.095 16.876  0.290
80 H 13.267 8.370 15.340  0.309
81 C 15.204 20.449 14.020  -0.535
82 O 16.061 19.516 14.673  -0.373
83 C 15.437 18.707 15.674  -0.124
84 C 16.552 17.932 16.415  -0.741
85 O 17.517 18.767 17.094  -0.373
86 C 18.478 18.010 17.739  -0.783
87 H 15.779 20.799 13.162  0.305
88 H 14.827 21.278 14.619  0.334
89 H 14.311 20.030 13.556  0.005
90 H 14.804 17.999 15.139  0.185
91 H 14.882 19.322 16.383  0.383
92 H 17.092 17.268 15.739  0.380
93 H 16.116 17.246 17.141  0.447
94 H 18.203 17.736 18.758  0.278
95 H 19.408 18.575 17.799  0.288
96 H 18.825 17.144 17.176  0.324


No. 3
Density functional theory data (the ωB97M-V functional and the def2-TZVPD basis) for 7 unconnected molecules or ions with the total composition C24H58N7O10PSi.

Computed properties:
DFT total energy: -73903.3352 eV
HOMO energy: -0.316 hartree
structure (SMILES): CC(=O)NCCCC[SiH2]P(=O)(O)O.CN(C)C=O.CN(C)C=O.CN(C)C=O.CN(C)C=O.CN(C)C=O.CN(C)C=O
LUMO energy: 0.016 Ha

Each line ends with the Mulliken charge.
CARTESIAN COORDINATES (ANGSTROEM)
1 C 3.609 -2.387 -0.347  -1.052
2 C 3.131 -1.295 0.580  0.480
3 O 3.679 -1.064 1.634  -0.567
4 N 2.004 -0.566 0.115  -0.117
5 C 0.779 -1.234 0.619  -0.477
6 C -0.494 -0.565 0.150  -0.153
7 C -1.795 -1.288 0.589  -0.834
8 C -1.649 -2.696 1.196  -0.500
9 Si -3.319 -3.511 1.512  0.321
10 P -3.764 -4.847 -0.254  0.839
11 O -5.102 -5.458 -0.162  -0.644
12 O -3.598 -3.919 -1.565  -0.412
13 O -2.620 -5.972 -0.406  -0.501
14 H 2.874 -2.604 -1.123  0.286
15 H 3.838 -3.283 0.237  0.297
16 H 4.541 -2.058 -0.814  0.360
17 H 2.073 0.382 0.484  0.219
18 H 0.792 -1.222 1.714  0.105
19 H 0.843 -2.278 0.288  0.251
20 H -0.498 -0.430 -0.938  0.176
21 H -0.532 0.438 0.589  0.137
22 H -2.292 -0.665 1.341  0.342
23 H -2.482 -1.335 -0.268  0.325
24 H -1.094 -3.336 0.493  0.280
25 H -1.064 -2.668 2.120  0.486
26 H -4.410 -2.522 1.587  -0.100
27 H -3.265 -4.369 2.713  -0.170
28 H -2.994 -3.184 -1.380  0.316
29 H -1.780 -5.718 -0.002  0.339
30 C -0.208 0.300 4.415  0.048
31 O -0.178 0.126 3.206  -0.580
32 N 0.795 0.856 5.106  0.191
33 C 0.744 1.065 6.540  -0.721
34 C 1.986 1.268 4.374  -0.876
35 H -1.070 0.011 5.039  0.257
36 H 0.846 2.122 6.775  0.176
37 H 1.555 0.533 7.035  0.306
38 H -0.208 0.704 6.926  0.304
39 H 1.729 2.008 3.614  0.316
40 H 2.441 0.417 3.866  0.318
41 H 2.693 1.694 5.084  0.232
42 C 3.936 3.615 7.644  0.060
43 O 3.172 2.669 7.681  -0.530
44 N 3.552 4.891 7.460  0.119
45 C 4.499 5.986 7.428  -0.923
46 C 2.136 5.168 7.284  -0.876
47 H 5.027 3.501 7.759  0.295
48 H 4.286 6.706 8.220  0.336
49 H 4.461 6.503 6.467  0.341
50 H 5.505 5.599 7.574  0.287
51 H 1.570 4.837 8.155  0.301
52 H 1.749 4.643 6.410  0.228
53 H 1.999 6.238 7.148  0.372
54 C 1.997 3.261 -0.583  0.073
55 O 1.323 2.863 0.352  -0.594
56 N 1.696 3.089 -1.879  0.260
57 C 2.541 3.586 -2.948  -1.091
58 C 0.480 2.368 -2.214  -0.836
59 H 2.948 3.803 -0.434  0.311
60 H 2.000 4.286 -3.583  0.457
61 H 2.894 2.759 -3.568  0.352
62 H 3.404 4.096 -2.523  0.242
63 H -0.386 2.876 -1.787  0.322
64 H 0.520 1.359 -1.802  0.095
65 H 0.375 2.318 -3.295  0.396
66 C -1.773 -0.773 -4.816  0.119
67 O -1.049 -1.395 -4.060  -0.609
68 N -3.085 -1.022 -4.983  0.180
69 C -3.919 -0.237 -5.868  -0.910
70 C -3.667 -2.119 -4.229  -0.698
71 H -1.408 0.070 -5.427  0.276
72 H -4.728 0.243 -5.314  0.337
73 H -4.356 -0.863 -6.648  0.322
74 H -3.317 0.537 -6.341  0.291
75 H -3.524 -1.946 -3.165  0.000
76 H -3.189 -3.064 -4.487  0.309
77 H -4.732 -2.182 -4.439  0.383
78 C 4.162 5.857 -5.432  0.096
79 O 2.988 5.542 -5.478  -0.586
80 N 4.638 6.905 -4.732  0.123
81 C 6.046 7.242 -4.708  -0.917
82 C 3.696 7.719 -3.982  -0.901
83 H 4.948 5.300 -5.969  0.306
84 H 6.438 7.201 -3.690  0.337
85 H 6.212 8.246 -5.104  0.336
86 H 6.599 6.532 -5.321  0.287
87 H 3.172 7.115 -3.240  0.242
88 H 2.950 8.152 -4.648  0.306
89 H 4.239 8.516 -3.480  0.380
90 C -6.077 -10.653 -1.768  0.126
91 O -6.959 -11.479 -1.911  -0.600
92 N -6.257 -9.322 -1.830  0.148
93 C -5.171 -8.375 -1.650  -0.891
94 C -7.594 -8.817 -2.086  -0.943
95 H -5.029 -10.936 -1.569  0.252
96 H -5.368 -7.709 -0.812  0.367
97 H -5.047 -7.766 -2.548  0.294
98 H -4.245 -8.916 -1.465  0.287
99 H -8.285 -9.150 -1.310  0.303
100 H -7.966 -9.185 -3.043  0.308
101 H -7.562 -7.731 -2.098  0.339


No. 4
Density functional theory data (the ωB97M-V functional and the def2-TZVPD basis) for a molecular structure, C24H58P2PtSi4Te in a non-equilibrium geometry.

Computed properties:
net charge: +2
DFT total energy: -86436.8820 eV
HOMO energy (spin up / spin down): -0.436 / -0.455 hartree
⟨S²⟩: 6.03
LUMO energy (spin up / spin down): -0.209 / -0.328 Ha
multiplicity: 5

Each line ends with the Löwdin spin population.
CARTESIAN COORDINATES (ANGSTROEM)
1 P -0.408 -1.956 -3.941  0.010
2 P 0.356 1.533 -4.659  0.006
3 C -0.315 -1.105 -5.599  0.002
4 C 0.726 -0.001 -5.760  0.000
5 H -1.328 -0.739 -5.849  0.001
6 H -0.088 -1.906 -6.319  0.000
7 H 1.730 -0.345 -5.483  0.000
8 H 0.817 0.381 -6.785  0.000
9 C -0.632 2.391 -6.001  0.012
10 H -1.134 3.288 -5.623  0.006
11 H -1.349 1.744 -6.522  0.001
12 H 0.087 2.716 -6.763  0.000
13 C 1.845 2.580 -4.851  0.003
14 H 1.860 2.940 -5.890  0.000
15 H 2.778 2.036 -4.655  0.001
16 H 1.791 3.484 -4.224  0.002
17 C -1.812 -3.124 -4.267  0.001
18 H -1.867 -3.882 -3.464  0.000
19 H -1.598 -3.644 -5.224  0.000
20 H -2.775 -2.596 -4.367  0.000
21 C 0.967 -3.137 -3.912  0.059
22 H 1.941 -2.619 -3.918  0.012
23 H 0.856 -3.768 -4.807  0.008
24 H 0.868 -3.773 -3.015  0.017
25 Pt 1.329 -1.908 -1.454  0.593
26 C -0.415 2.785 -3.184  0.102
27 C -1.801 2.527 -3.220  0.591
28 C -2.437 1.333 -3.771  0.092
29 C -2.148 0.145 -2.873  0.045
30 C -0.752 -0.361 -2.927  0.011
31 C 0.537 0.496 -3.214  0.006
32 C 1.247 1.340 -2.131  0.025
33 C 0.325 2.518 -1.861  0.052
34 C 1.529 -3.542 -0.327  0.129
35 H -0.139 3.770 -3.595  0.021
36 H -2.469 3.253 -2.758  0.029
37 H -2.151 1.142 -4.817  0.016
38 H -3.519 1.524 -3.772  0.002
39 H -2.414 0.416 -1.842  0.006
40 H -2.847 -0.648 -3.141  0.004
41 H -0.655 -0.920 -1.937  0.012
42 H 1.350 -0.214 -3.398  0.003
43 H 2.188 1.709 -2.598  0.001
44 H 1.564 0.813 -1.208  0.025
45 H -0.358 2.304 -1.015  0.009
46 H 0.931 3.398 -1.615  0.002
47 H 2.566 -3.588 0.025  0.019
48 H 1.344 -4.330 -1.072  0.021
49 H 0.793 -3.524 0.480  0.017
50 C 3.462 0.200 3.641  0.016
51 Si 1.928 1.046 4.306  0.072
52 C 1.942 0.950 6.198  0.015
53 C 1.906 2.872 3.862  0.007
54 Si 0.117 0.036 3.216  0.339
55 Te 0.184 -0.644 0.723  1.184
56 Si 0.074 -2.138 4.058  0.111
57 C 0.043 -2.257 5.932  0.028
58 C -1.487 -2.959 3.392  0.015
59 C 1.631 -2.967 3.394  0.025
60 Si -1.723 1.062 4.327  0.103
61 C -1.818 0.901 6.218  0.012
62 C -1.745 2.912 3.970  0.028
63 C -3.282 0.270 3.639  0.019
64 H 4.280 0.933 3.670  0.002
65 H 3.334 -0.134 2.605  0.001
66 H 3.749 -0.664 4.252  0.000
67 H 2.882 1.420 6.531  0.004
68 H 1.115 1.506 6.659  0.000
69 H 1.931 -0.077 6.585  0.000
70 H 1.597 3.040 2.823  0.000
71 H 1.243 3.451 4.519  0.000
72 H 2.932 3.251 3.982  0.001
73 H -0.805 -1.731 6.382  0.000
74 H -0.053 -3.323 6.185  0.006
75 H 0.966 -1.889 6.394  0.000
76 H -1.638 -2.765 2.322  0.013
77 H -1.375 -4.044 3.540  0.001
78 H -2.382 -2.632 3.940  0.001
79 H 1.717 -2.898 2.302  0.008
80 H 2.544 -2.546 3.835  0.000
81 H 1.573 -4.031 3.673  0.002
82 H -0.902 1.208 6.738  0.000
83 H -2.628 1.564 6.565  0.003
84 H -2.075 -0.116 6.542  0.000
85 H -1.477 3.136 2.930  0.000
86 H -2.769 3.277 4.142  0.005
87 H -1.069 3.473 4.629  0.000
88 H -3.184 0.041 2.571  0.001
89 H -3.547 -0.653 4.170  0.000
90 H -4.108 0.985 3.762  0.003